# 1
Molecular formula: C23H38CsN8O2
Method: DFT, the ωB97M-V functional and the def2-TZVPD basis

Calculated values
E_HOMO = -2.07 eV
maximum force = 4.3 eV/A
net charge = -1
calculated total energy = -41025.7248 eV
E_LUMO = 0.053 Ha
frontier orbital gap = 3.50 eV

Last column: Löwdin charge in e.
Geometry (Å):
Cs  10.440  8.601  8.056  1.1078
N  11.262  9.467  4.846  -0.0107
C  12.664  9.415  4.909  -0.3051
C  13.339  8.045  4.688  -0.2103
N  12.661  6.920  5.331  -0.1640
C  13.701  5.910  5.714  -0.1707
C  13.440  5.199  7.084  -0.2664
N  13.083  6.148  8.148  -0.0141
C  11.582  6.325  4.534  -0.1864
C  10.407  5.899  5.443  -0.2879
N  9.344  6.898  5.579  -0.0468
H  10.868  9.993  4.078  0.0851
H  10.824  8.553  4.821  0.0049
H  13.131  10.111  4.154  0.1275
H  12.973  9.770  5.926  0.0996
H  13.443  7.896  3.590  0.1217
H  14.366  8.158  5.075  0.1118
H  13.950  5.184  4.908  0.1243
H  14.553  6.518  5.931  0.0844
H  12.666  4.440  7.053  0.0912
H  14.384  4.626  7.272  0.1090
H  13.179  5.796  9.106  0.0855
H  13.633  6.995  8.045  0.0608
H  11.311  7.070  3.783  0.1089
H  11.945  5.330  4.075  0.1331
H  10.136  4.922  5.034  0.1017
H  10.813  5.746  6.440  0.0796
H  8.960  6.965  4.618  0.0936
H  8.607  6.468  6.155  0.0880
C  11.696  10.644  11.344  -0.0685
C  10.753  9.522  11.537  -0.5771
O  11.248  8.403  11.832  -0.0799
C  9.349  9.781  11.370  -0.0629
C  8.516  8.808  10.849  -0.4137
C  8.871  7.396  10.600  -0.1382
N  7.187  9.042  10.629  0.0556
N  6.858  10.332  10.500  -0.1015
C  7.594  10.783  8.272  -0.3444
O  7.952  9.650  7.956  -0.2513
C  6.808  11.798  7.507  -0.1506
C  6.583  11.533  6.160  -0.1026
C  5.960  12.513  5.407  -0.1574
C  5.680  13.777  6.013  -0.1740
C  5.716  13.989  7.343  -0.0872
C  5.896  12.771  8.252  -0.1824
H  12.107  11.073  12.286  0.0815
H  12.618  10.274  10.858  0.0728
H  11.247  11.480  10.755  0.0799
H  9.049  10.843  11.619  0.1168
H  8.555  6.780  11.420  0.0749
H  8.240  7.032  9.798  0.0595
H  9.963  7.261  10.459  0.0149
H  6.921  10.563  5.754  0.1067
H  5.808  12.407  4.361  0.0492
H  5.383  14.651  5.452  0.0769
H  5.532  14.935  7.785  0.0616
H  4.881  12.241  8.254  0.1497
C  6.337  14.547  10.251  -0.0432
C  6.241  13.058  9.794  -0.4273
C  5.428  12.187  10.719  -0.0520
C  5.816  10.953  11.101  -0.2881
N  7.769  11.163  9.729  -0.0365
N  7.556  12.488  9.992  -0.0105
C  4.969  10.152  12.050  -0.0363
H  5.355  15.045  10.265  0.0758
H  7.009  15.124  9.609  0.0686
H  6.685  14.554  11.279  0.0685
H  4.520  12.662  11.183  0.1035
H  8.357  13.048  9.814  0.1184
H  3.956  10.544  12.158  0.0741
H  5.486  10.145  12.972  0.0574
H  5.015  9.117  11.715  0.0630

=====

# 2
Molecular formula: CH3F3N2O
Method: DFT, the ωB97M-V functional and the def2-TZVPD basis

Calculated values
SMILES = CON(F)N(F)F
E_HOMO = -11.30 eV
maximum force = 4.2 eV/A
net charge = 0
calculated total energy = -14256.9357 eV
E_LUMO = 0.015 Ha
frontier orbital gap = 11.72 eV
energy above the lowest of the compared OMol25 structures with the same formula, charge and spin = 139.8 kcal/mol

Last column: natural (NBO) charge in e.
Geometry (Å):
C  1.663  0.191  0.063  -0.2675
O  0.454  0.115  -0.655  -0.3717
N  -0.652  -0.505  0.103  0.2825
F  -0.958  -1.764  -0.550  -0.2274
N  -1.542  0.479  0.101  0.3982
F  -2.507  0.565  -0.912  -0.2036
F  -2.322  0.196  1.220  -0.2098
H  1.617  -0.631  0.815  0.2046
H  1.748  1.160  0.596  0.1816
H  2.499  0.193  -0.779  0.2130

=====

# 3
Molecular formula: C5H7N3O2
Method: DFT, the ωB97M-V functional and the def2-TZVPD basis

Calculated values
SMILES = N#CCc1nocc1N.O
E_HOMO = -9.15 eV
maximum force = 3.2 eV/A
net charge = 0
calculated total energy = -13861.4968 eV
E_LUMO = 0.012 Ha
frontier orbital gap = 9.49 eV
energy above the lowest of the compared OMol25 structures with the same formula, charge and spin = 62.1 kcal/mol

Last column: natural (NBO) charge in e.
Geometry (Å):
N  2.151  2.350  0.006  -0.3358
C  1.679  1.286  -0.121  0.3306
C  0.949  0.117  -0.635  -0.5430
C  -0.502  0.086  -0.257  0.1112
N  -1.078  1.099  0.340  -0.0978
O  -2.393  0.787  0.460  -0.2559
C  -2.606  -0.455  -0.015  0.0560
C  -1.446  -0.959  -0.528  0.0396
N  -1.205  -2.188  -1.124  -0.8079
H  1.449  -0.791  -0.263  0.2672
H  1.055  0.103  -1.731  0.2632
H  -3.627  -0.823  0.005  0.2121
H  -2.062  -2.691  -1.348  0.3850
H  -0.578  -2.160  -1.919  0.3798
O  3.064  1.237  2.487  -0.9689
H  2.192  0.895  2.711  0.4658
H  2.956  2.108  1.931  0.4988

=====

# 4
Molecular formula: C3H11N2O
Method: DFT, the ωB97M-V functional and the def2-TZVPD basis

Calculated values
E_HOMO = -13.83 eV
maximum force = 4.4 eV/A
net charge = +1
calculated total energy = -8308.9065 eV
E_LUMO = -0.188 Ha
frontier orbital gap = 8.72 eV
energy above the lowest of the compared OMol25 structures with the same formula, charge and spin = 66.5 kcal/mol

Last column: natural (NBO) charge in e.
Geometry (Å):
C  0.501  2.214  1.168  -0.6482
C  -0.229  1.974  -0.114  -0.2191
N  0.874  -1.057  -1.866  -0.8668
C  0.359  0.195  -1.810  0.4405
N  0.646  0.919  -0.751  -0.4489
H  0.731  1.324  1.681  0.2255
H  -0.159  2.947  1.753  0.2624
H  1.479  2.775  1.000  0.2361
H  -0.099  2.722  -0.947  0.2288
H  -1.300  1.720  -0.054  0.2438
H  1.828  -1.226  -2.190  0.4431
H  0.189  -1.810  -2.253  0.4399
H  -0.238  0.600  -2.671  0.2353
H  1.446  0.653  -0.199  0.4274
H  -1.437  -3.798  1.876  0.4586
H  -1.293  -3.680  3.366  0.4688
O  -1.947  -3.445  2.687  -0.9273

=====

# 5
Molecular formula: C2H6N2O2
Method: DFT, the ωB97M-V functional and the def2-TZVPD basis

Calculated values
SMILES = N=C=NO.CO
E_HOMO = -8.84 eV
maximum force = 3.4 eV/A
net charge = 0
calculated total energy = -9241.6491 eV
E_LUMO = 0.012 Ha
frontier orbital gap = 9.18 eV
energy above the lowest of the compared OMol25 structures with the same formula, charge and spin = 130.7 kcal/mol

Last column: natural (NBO) charge in e.
Geometry (Å):
N  -0.393  -2.063  -0.321  -0.7044
C  -0.768  -0.982  0.097  0.7034
N  -1.613  -0.149  0.504  -0.3887
O  -2.352  0.751  -0.266  -0.5391
H  0.286  -2.626  0.162  0.4090
H  -3.213  0.779  0.177  0.4842
C  1.675  0.702  -0.253  -0.2534
O  0.758  0.413  0.787  -0.7306
H  2.053  1.723  -0.163  0.1729
H  2.506  0.004  -0.151  0.1827
H  1.237  0.556  -1.245  0.1655
H  -0.175  0.891  0.671  0.4985

=====

# 6
Molecular formula: C6H12N2
Method: DFT, the ωB97M-V functional and the def2-TZVPD basis

Calculated values
SMILES = NC1(C2(N)CC2)CC1
E_HOMO = -8.10 eV
maximum force = 7.5 eV/A
net charge = 0
calculated total energy = -9391.6418 eV
E_LUMO = 0.040 Ha
frontier orbital gap = 9.18 eV
energy above the lowest of the compared OMol25 structures with the same formula, charge and spin = 120.1 kcal/mol

Last column: natural (NBO) charge in e.
Geometry (Å):
N  1.117  -1.079  1.242  -0.8723
C  0.466  -0.049  0.657  0.1395
C  -0.269  -0.345  -0.562  0.0519
N  -1.301  -1.220  -0.439  -0.8552
C  -0.706  0.690  -1.434  -0.3949
C  0.317  -0.258  -2.026  -0.4398
C  -0.348  0.951  1.589  -0.4456
C  0.913  1.496  0.859  -0.4115
H  0.187  -1.626  1.483  0.3737
H  1.875  -1.145  2.024  0.4099
H  -0.946  -2.280  -0.484  0.3717
H  -2.307  -0.994  -1.102  0.3870
H  -0.494  1.714  -1.167  0.2072
H  -1.786  0.721  -1.586  0.1994
H  1.364  0.203  -1.976  0.2137
H  0.184  -0.967  -2.837  0.2258
H  -0.099  0.587  2.594  0.2016
H  -1.354  1.228  1.400  0.2149
H  0.816  2.169  -0.026  0.2204
H  1.619  1.571  1.552  0.2027